22
Properties=species:S:1:pos:R:3:forces:R:3 method="wB97M-V/def2-TZVPD" total_energy_ha=-601.6601 lumo_energy_ev="0.35 / 0.35" max_force_ev_per_a=4.0 de_lowest_kj_mol=370.2
Si 1.780058 -0.226864 0.055481 -3.1 -0.1 -2.2
O 2.877314 -1.169843 0.793383 1.0 0.3 -1.0
C -0.740384 0.729478 0.553009 -1.5 -1.9 0.6
C 0.532239 0.499590 1.231751 2.6 1.3 1.1
C -1.341508 -0.665731 0.125150 -2.2 1.8 -2.4
C 2.449729 1.070467 -1.256873 -0.7 -3.0 -0.7
C -2.877178 -0.271773 -0.053795 -0.2 -1.2 2.6
C -0.700144 -1.231582 -1.094475 3.4 2.0 0.1
H 1.068110 1.420263 1.650227 -0.9 -0.8 -0.4
H 3.468503 0.998232 -1.041927 2.1 0.3 0.1
H 2.327944 0.881174 -2.370696 -0.2 -0.1 1.6
H 2.817498 -1.511138 1.672416 -0.3 -0.2 0.6
H -3.589416 -0.988063 -0.529536 0.9 0.5 0.0
H 2.109138 2.023084 -1.024491 -0.7 1.8 0.5
H -1.460947 1.275280 1.140400 -0.2 0.1 0.7
H -1.343745 -1.487256 0.803881 0.3 -0.1 1.2
H -0.733966 1.247051 -0.355302 0.6 1.0 -1.6
H 0.345835 -0.161346 2.074120 0.2 -0.1 0.3
H -0.357421 -2.224437 -0.976161 0.0 -1.1 -0.5
H -3.011271 0.745225 -0.397923 0.0 0.1 -0.4
H -3.168408 -0.265147 1.061880 -0.2 0.3 -1.5
H -0.451979 -0.686665 -2.060509 -0.9 -0.7 1.3

=====

140
Properties=species:S:1:pos:R:3:forces:R:3 method="wB97M-V/def2-TZVPD" total_energy_ha=-3699.8502 lumo_energy_ev=0.42 max_force_ev_per_a=4.3
O -2.448974 -0.707494 4.790988 -0.1 0.2 -0.4
O 0.781616 -0.515655 4.700792 -0.1 -0.4 0.4
O 0.223439 -2.147842 -0.358767 -1.1 0.3 1.2
O -1.477023 4.464339 2.283218 -1.1 -0.1 -0.2
O -0.656185 -0.145804 -4.780025 -1.1 0.3 1.2
O 3.247388 4.685487 0.171547 1.3 1.1 -1.8
O 3.194483 4.113442 2.219326 0.6 0.0 0.9
O 1.987459 1.096901 5.416077 -0.4 0.0 0.4
O 1.156192 -6.078561 2.166922 0.7 0.0 0.7
O -0.073694 1.133101 -0.512303 1.4 0.0 0.4
O -6.271393 -1.867598 2.437477 0.3 1.0 -0.5
O -2.464330 1.110991 2.256492 0.4 0.0 0.7
O 1.747106 -4.377563 3.355673 0.5 0.0 0.5
O -1.808784 2.376322 -0.365146 -0.3 1.5 0.7
O -1.338717 -4.576468 0.998420 -0.1 0.0 0.7
O 3.166139 0.041599 1.097281 -1.0 -0.9 -2.1
O -1.605514 -1.283011 0.447877 1.7 -1.0 0.6
O 0.004610 5.670971 -2.079474 -0.2 0.3 -0.2
O 4.204745 1.369461 -3.131104 0.8 0.2 0.1
O 2.679813 -4.506501 -3.197264 -0.5 -0.1 0.3
O -0.681970 1.372407 3.449484 -0.9 0.4 -0.1
O 2.246293 1.265177 -4.015515 -0.2 1.2 -1.3
O -3.572915 4.721596 1.764784 -1.1 -0.8 0.7
N -5.633801 -0.558046 0.636311 0.1 0.6 0.0
N -1.390451 -4.882447 -1.225059 -0.7 0.6 -0.8
N 4.234147 -3.261245 -2.052202 0.7 0.2 0.5
N 1.047266 -5.335665 3.135315 -1.3 0.1 -2.0
N 3.113844 0.896168 -3.264787 -1.9 -1.7 1.2
N 4.744610 1.187814 2.192916 0.3 0.2 0.5
N -1.159539 1.498345 -0.847645 -1.7 -2.5 -1.9
N -2.404442 4.876883 1.581176 2.2 0.2 0.6
N 2.731209 4.178184 1.111219 -1.9 -0.7 0.7
N 1.246487 5.394204 -3.996994 -0.1 0.1 0.1
N -0.437547 -1.697711 0.592928 -1.5 0.5 -3.5
N 0.956063 0.439327 5.419547 0.1 0.7 -0.4
N 0.085002 0.815493 -6.746337 1.5 -2.3 0.9
N -3.286996 -2.745478 4.358824 0.0 0.4 -1.8
N -1.880600 1.533243 3.255322 1.0 -1.3 -2.9
C 2.611395 -0.243380 -2.397628 1.9 0.2 2.5
C -0.225163 -5.488317 3.888175 0.1 -0.7 0.0
C -1.880736 0.693778 -1.989958 -0.2 0.8 0.8
C -2.035721 5.704678 0.437100 1.1 0.8 0.8
C -0.021184 -0.194919 -5.786194 1.8 0.0 -2.4
C -2.918039 -1.506547 3.982552 -0.1 0.9 -0.1
C 3.601352 0.496603 2.115696 -0.1 0.3 2.5
C 3.765476 -3.984405 -3.076603 0.7 0.1 -0.8
C -5.234021 0.762990 0.100337 -1.0 0.3 1.2
C -2.646594 2.298653 4.158293 -0.9 0.8 1.3
C 5.342141 1.679742 0.960564 0.8 -0.5 0.2
C -5.299718 -1.677036 -0.250859 0.4 -0.4 0.9
C 0.264679 -1.520123 1.815612 1.3 0.8 0.9
C -6.106758 -0.765431 1.923478 -0.1 -0.3 -1.2
C 1.012282 5.337021 -2.673598 0.8 -1.0 1.0
C 3.484524 -3.213933 -0.799894 -0.5 2.0 -1.2
C -0.800358 -4.975042 -0.021095 0.1 0.5 -0.4
C 5.109484 1.839610 3.446041 0.1 0.3 -0.8
C 1.089739 0.800494 -7.786370 -0.7 -1.0 -0.9
C -3.803094 -3.672150 3.358326 -2.3 0.3 2.0
C 0.457022 6.273949 -4.814016 -1.0 0.3 -0.8
C -0.704616 1.947805 -6.613648 1.6 2.1 1.3
C 2.555550 5.059520 -4.521270 0.9 1.7 3.7
C -0.772446 -5.243295 -2.495918 -0.1 -0.8 -0.4
C 1.412303 3.549705 0.895978 -0.6 -0.9 3.1
C 5.629246 -2.782589 -1.996729 0.0 -0.6 1.6
C -0.187825 0.869435 6.302667 0.8 -0.8 1.9
C -2.959756 -3.166470 5.667903 0.2 -1.9 0.8
C -2.717375 -4.245725 -1.314932 -0.6 0.4 1.0
H -4.881297 -3.851312 3.564198 0.4 0.4 -0.3
H 0.228795 -5.365409 -0.017612 -0.1 -0.2 -0.2
H 0.559525 0.909957 -8.752252 0.2 -0.8 0.1
H 6.156127 1.690847 3.671559 0.3 -0.1 0.0
H 2.335418 0.182332 -1.373591 0.3 -0.3 -1.5
H 1.202510 -1.009737 1.485211 -0.6 -0.2 0.6
H 4.817287 2.563040 0.626748 -0.3 0.1 -0.5
H -2.761631 -3.138303 -1.143590 0.7 -0.8 -0.1
H -3.706391 -3.306473 2.383696 0.3 0.7 -1.3
H -4.163872 0.870846 0.108635 0.6 -0.1 -0.2
H 3.572938 -2.185892 -0.415792 0.3 -0.5 0.5
H -2.693162 -2.354016 6.294103 0.7 0.8 0.1
H -3.412548 -4.641730 3.412173 1.4 -1.3 0.2
H -2.947412 0.997777 -1.873812 1.0 -0.2 -0.6
H -5.645597 0.921349 -0.900350 0.1 -0.2 0.1
H -0.330101 -4.420326 -3.080470 -0.5 0.1 0.4
H -1.770218 -0.381134 -1.865202 0.3 0.1 0.5
H 0.942061 3.904820 0.052811 -0.6 0.8 -2.1
H 0.730942 3.753363 1.769908 1.0 -0.1 -0.7
H 0.541974 -1.134165 -6.055056 -0.1 0.8 0.0
H -5.617793 1.603527 0.725215 0.1 -0.8 -0.2
H -2.020574 3.120030 4.441784 -0.1 0.7 0.1
H 0.552146 -2.506035 2.175559 -0.2 0.0 0.2
H -6.438065 0.184325 2.406865 0.4 -0.3 -0.1
H -0.307693 -0.892807 2.503767 0.1 -0.4 -0.1
H 3.049059 0.375038 3.106263 0.7 0.1 -0.8
H 1.694885 -0.121437 -7.689096 -0.4 0.4 -0.4
H 1.764093 1.637761 -7.883809 0.3 0.6 1.1
H -0.614867 6.291214 -4.503586 1.1 0.2 0.1
H -2.169657 -3.942985 5.631680 0.0 0.5 0.1
H -0.723445 -6.383380 3.495237 0.2 0.4 0.3
H 4.515477 -4.038042 -3.874773 0.2 -0.1 -0.3
H -1.218498 6.389206 0.727163 -0.3 -0.7 -0.2
H 0.031785 -5.564214 4.926253 0.0 -0.1 0.6
H 3.467212 -0.931871 -2.181921 -0.8 0.6 -0.5
H 0.453035 5.968683 -5.863415 0.1 -0.5 0.1
H -3.411818 -4.653529 -0.547873 0.6 0.0 -0.4
H -5.993793 -2.476763 0.009786 -0.2 0.0 -0.6
H -0.065796 2.852678 -6.386561 -0.7 -0.6 -0.7
H 0.059362 -5.932953 -2.354890 0.0 0.0 0.3
H -1.361935 2.051445 -7.412606 -1.0 0.7 -1.7
H -3.620707 2.526480 3.746399 0.2 0.4 -0.4
H 6.367667 2.002111 1.156535 0.0 -0.1 0.2
H 1.569921 2.476156 0.864923 0.1 -0.1 -0.2
H 0.014580 1.839474 6.801533 0.1 -0.7 -0.7
H -1.738809 5.050592 -0.347724 0.2 -0.3 -0.8
H -5.246078 -1.378378 -1.316230 -0.6 -0.1 0.7
H 1.877374 4.875931 -2.114762 -0.5 0.2 -0.4
H 2.421026 -3.257958 -1.037894 0.1 -0.7 0.2
H -1.541244 -5.797087 -3.094972 0.7 0.6 0.3
H -0.298802 0.065940 7.084428 0.4 0.8 -0.7
H -1.372298 0.942270 -2.921152 -0.3 0.3 0.0
H -0.811037 -4.602558 3.708977 -0.1 0.3 -0.2
H -3.752826 -3.642930 6.238605 -0.7 -0.2 -0.5
H -2.841289 1.687029 5.006662 0.0 -0.6 0.8
H -2.912529 6.262522 0.295428 -1.0 0.7 -1.0
H 6.372049 -3.407193 -2.477225 -0.3 -0.6 -0.3
H 5.798350 -1.804052 -2.397227 -0.4 0.8 -0.2
H 2.990876 4.191560 -4.060348 0.0 -0.3 0.5
H -3.087455 -1.177380 2.898493 0.1 -0.9 1.1
H -3.168938 -4.424365 -2.284870 0.2 -0.2 -0.2
H 1.764767 -0.728878 -2.836856 -0.3 0.0 -0.4
H 4.519572 1.486650 4.264977 -0.4 -0.5 0.4
H 5.923527 -2.761201 -0.909225 -0.3 0.1 -1.1
H 2.435639 4.835061 -5.481385 -0.3 -0.8 -4.2
H 4.918243 2.895574 3.349863 0.0 0.5 0.1
H 3.265670 5.916561 -4.407925 -0.4 -0.6 -0.2
H -4.318008 -2.108567 -0.022563 0.1 0.3 0.1
H 5.404435 0.884009 0.198491 -0.4 0.5 0.3
H -1.091294 0.815762 5.747217 -0.4 0.1 -0.6
H 3.866616 -3.957554 -0.145796 -0.1 -0.6 0.9
H -1.271657 1.803666 -5.753964 -1.2 -0.1 1.6
H 0.917426 7.266060 -4.876035 -0.3 0.2 0.5

=====

13
Properties=species:S:1:pos:R:3:forces:R:3 method="wB97M-V/def2-TZVPD" total_energy_ha=-249.3502 lumo_energy_ev=0.85 max_force_ev_per_a=4.8 de_lowest_kj_mol=322.9 smiles=C[C@H]1C[C@H]1C#N
N 1.115911 0.073328 2.735241 0.0 0.0 -0.3
C -0.816336 1.062505 -0.110362 -0.7 -0.4 -0.7
C 0.491534 1.196018 0.525159 2.9 -1.4 -3.5
C 0.077401 0.048326 -0.786258 -1.9 0.2 0.7
C 0.842266 0.521305 1.706256 0.0 -0.3 1.0
C -0.117625 -1.421371 -0.509241 0.2 0.1 0.2
H -0.985441 -1.798386 -1.064192 0.1 0.1 0.0
H 1.332701 0.970964 -0.365455 -0.9 1.5 2.0
H -0.297487 -1.601785 0.554517 0.0 0.0 -0.1
H 0.754417 -2.010756 -0.804745 -0.1 0.1 0.0
H -1.154825 1.903572 -0.709153 -0.1 -0.1 0.1
H 0.313235 0.309480 -1.827706 0.5 0.1 0.7
H -1.581899 0.636539 0.532923 0.0 0.0 -0.1